w.
Entry from the Open Molecules 2025 dataset: 2 unconnected molecules or ions with the total composition C2H6N4O2 (ωB97M-V/def2-TZVPD).

Each line ends with the Mulliken charge.
Positions of all 14 atoms, in Å:
C  -1.04548  -0.97329  0.80040  0.571
C  0.97543  1.21112  -0.88307  0.479
H  -1.79030  -2.47995  1.30821  0.367
H  0.43996  -2.83045  0.79009  0.285
H  0.62664  -0.40292  1.59152  0.357
H  -0.65283  1.74460  0.47157  0.284
H  2.10572  -0.57243  -0.25102  0.252
H  2.73366  0.16695  -1.84634  0.335
N  -0.71944  -2.09096  1.61690  -0.680
N  -0.03853  -0.09500  0.75101  -0.113
N  0.18125  1.21427  0.37629  -0.488
N  1.76225  0.06353  -1.04090  -0.442
O  -2.10453  -0.79667  0.20030  -0.619
O  0.68687  1.95972  -1.88670  -0.587

As for the LUMO energy: -1.1184 eV. Its spin multiplicity is 1. Its HOMO-LUMO gap is 8.562 eV. For the HOMO energy, the calculation gives -9.68 eV.

x.
Entry from the Open Molecules 2025 dataset: C2H6N4O2 in the gas phase (ωB97M-V/def2-TZVPD).

Each line ends with the Mulliken charge.
Positions of all 14 atoms, in Å:
C  0.21727  -1.09973  -0.08734  0.528
C  -0.27443  1.51817  0.64767  0.285
H  1.90377  -1.44616  1.10641  0.207
H  0.57932  -0.77741  2.06178  0.272
H  1.51574  -1.94261  -1.19900  0.207
H  -1.46651  -0.29812  -0.80712  0.408
H  0.23810  1.93019  1.59091  0.313
H  -0.90501  1.73675  -2.26968  0.365
N  1.00903  -0.94255  1.04775  -0.400
N  0.54804  -1.53110  -1.27590  -0.701
N  -1.10270  -0.78177  0.08753  -0.271
N  -0.25883  2.06271  -0.50661  -0.411
O  -0.92283  0.32633  1.00177  -0.380
O  -1.08095  1.24531  -1.39818  -0.422

As for the LUMO energy: 0.7013 eV. Its spin multiplicity is 1. Its HOMO-LUMO gap is 9.954 eV. For the HOMO energy, the calculation gives -9.25 eV. The SMILES is [H]/N=C(\N)NO/C=N\O.

Short version: w is the least stable of them.

w.
Entry from the Open Molecules 2025 dataset: 2 unconnected molecules or ions with the total composition C2H8S2 (ωB97M-V/def2-TZVPD).

Each line ends with the Mulliken spin population.
Positions of all 12 atoms, in Å:
S  -0.43800  -1.02783  2.92479  0.451
S  -2.19576  -0.44032  1.88189  0.451
H  0.51441  -0.16138  2.48704  0.040
H  -2.76631  0.53671  2.61070  0.054
C  -0.05055  -0.17583  -1.10724  0.008
C  1.32168  0.43819  -1.39903  0.007
H  -0.75451  -0.14382  -1.94166  -0.003
H  -0.53857  0.31635  -0.26870  -0.005
H  0.00580  -1.23775  -0.85235  -0.004
H  1.26668  1.50756  -1.17198  -0.002
H  2.07745  0.06955  -0.70913  0.004
H  1.55768  0.31856  -2.45433  -0.002

As for the LUMO energy (spin up / spin down): 3.7893 / 3.7740 eV. The total charge is -1. Its spin multiplicity is 2. Its HOMO-LUMO gap (spin up / spin down) is 3.692 / 8.110 eV. As for the expectation value of S²: 0.75. For the HOMO energy (spin up / spin down), the calculation gives 0.10 / -4.34 eV.

x.
Entry from the Open Molecules 2025 dataset: 2 unconnected molecules or ions with the total composition C2H8S2 (ωB97M-V/def2-TZVPD).

Each line ends with the Mulliken spin population.
Positions of all 12 atoms, in Å:
S  -4.41269  0.32588  -0.24668  0.895
H  -4.50432  0.24383  1.10066  -0.190
H  -4.24025  -1.00845  -0.40445  -0.193
C  1.53512  -0.67474  -0.85089  0.036
C  1.80146  0.38275  0.20829  -0.035
S  0.20885  1.11268  0.71826  0.500
H  1.01533  -1.56273  -0.46770  -0.022
H  0.88437  -0.25766  -1.60722  -0.009
H  2.42711  -0.96094  -1.40163  0.001
H  2.51945  1.12485  -0.14436  0.027
H  2.18461  -0.03695  1.12411  0.026
H  0.58096  1.31148  1.97162  -0.036

As for the LUMO energy (spin up / spin down): 3.0176 / 3.0795 eV. The total charge is -1. Its spin multiplicity is 2. Its HOMO-LUMO gap (spin up / spin down) is 1.940 / 8.295 eV. As for the expectation value of S²: 0.75. For the HOMO energy (spin up / spin down), the calculation gives 1.08 / -5.22 eV.

Short version: x is the least stable of them.

w.
Entry from the Open Molecules 2025 dataset: a gas-phase ion, C9H18N (charge +1) (ωB97M-V/def2-TZVPD).

Each line ends with the Mulliken charge.
Positions of all 28 atoms, in Å:
C  1.42537  0.23354  -0.25502  -0.013
C  2.68597  0.48724  -0.20514  -0.839
C  -0.11066  0.89524  0.64486  1.306
C  -0.73678  -0.39461  -0.02146  0.672
C  0.40219  0.72386  2.06091  -1.624
C  -0.75212  2.21277  0.29119  -1.621
C  -1.77346  -0.04508  -1.11573  -1.912
C  -1.34485  -1.44519  0.92316  -1.520
C  0.73418  -1.46462  -1.95394  -0.896
N  0.61728  -0.91970  -0.53932  0.387
H  3.43771  -0.22542  -0.59874  0.238
H  3.13544  1.26432  0.34567  0.316
H  -0.28347  1.11015  2.82078  0.390
H  1.33223  1.41696  2.23274  0.345
H  0.93352  -0.19096  2.32116  0.431
H  -1.64229  2.36464  0.81426  0.452
H  -0.85254  2.21673  -0.74180  0.468
H  0.07107  3.04780  0.47756  0.329
H  -2.17440  -1.01601  -1.45371  0.476
H  -1.51547  0.57733  -1.99205  0.371
H  -2.53281  0.52225  -0.55597  0.467
H  -2.12267  -1.02277  1.45614  0.463
H  -0.47788  -1.67250  1.73628  0.284
H  -1.67689  -2.29569  0.44115  0.500
H  0.14211  -2.40745  -2.16575  0.331
H  0.40320  -0.68991  -2.73026  0.345
H  1.73876  -1.60208  -2.25428  0.376
H  0.93728  -1.68084  0.01731  0.479

As for the LUMO energy: -2.9833 eV. The total charge is +1. Its spin multiplicity is 1. Its HOMO-LUMO gap is 10.745 eV. For the HOMO energy, the calculation gives -13.73 eV. The SMILES is C=C1[N@H+](C)C(C)(C)C1(C)C.

x.
Entry from the Open Molecules 2025 dataset: a gas-phase ion, C9H18N (charge +1) (ωB97M-V/def2-TZVPD).

Each line ends with the Mulliken charge.
Positions of all 28 atoms, in Å:
C  -1.60961  -2.90369  0.22248  0.338
C  -1.04638  -1.84613  0.23985  -1.583
C  -0.58956  2.06657  0.78185  -1.810
C  -2.57126  0.63296  -0.08755  -1.359
C  2.13668  0.54514  -0.01343  -1.706
C  1.83325  -1.92481  0.35492  -1.214
C  -1.10064  0.65694  0.62018  0.627
C  1.17135  -0.51321  0.50300  0.384
C  -0.20427  -0.42634  -0.08447  0.327
N  -0.03839  -0.34763  -1.64039  0.139
H  -2.04170  -3.79031  0.50728  0.544
H  -0.12951  2.42665  -0.19373  0.337
H  -1.39355  2.67070  1.00999  0.509
H  0.21959  2.21748  1.43548  0.380
H  -3.06695  -0.32927  0.10185  0.316
H  -2.34403  0.87835  -1.17227  0.389
H  -3.31590  1.36650  0.15027  0.423
H  1.66170  1.48723  -0.17464  0.440
H  2.62827  0.20963  -0.91336  0.465
H  2.96155  0.61612  0.71805  0.390
H  1.86964  -2.15710  -0.79416  0.243
H  2.79653  -2.10101  0.81502  0.405
H  1.06199  -2.67625  0.69666  0.318
H  -1.46383  0.42180  1.67610  0.259
H  1.01702  -0.37698  1.63840  0.334
H  0.13279  -1.18688  -2.13846  0.379
H  0.58758  0.32755  -1.88578  0.382
H  -0.94277  0.01374  -1.82398  0.346

As for the LUMO energy: -3.2211 eV. The total charge is +1. Its spin multiplicity is 1. Its HOMO-LUMO gap is 11.016 eV. For the HOMO energy, the calculation gives -14.24 eV. The SMILES is C#CC([NH3+])(C(C)C)C(C)C.

Short version: x is the least stable of them.

w.
Entry from the Open Molecules 2025 dataset: C4H5N5 in the gas phase (ωB97M-V/def2-TZVPD).

Each line ends with the Mulliken charge.
Positions of all 14 atoms, in Å:
C  -0.13917  1.50039  0.25555  0.438
C  0.70037  0.66831  1.10940  -0.389
C  1.05652  -0.58154  0.91592  -0.094
C  -0.35512  -0.94488  -1.11300  0.562
H  -1.34082  2.91263  -0.07025  0.277
H  0.92449  1.23862  2.02627  0.317
H  1.68371  -1.10087  1.64713  0.359
H  0.55640  -2.36169  0.01928  0.260
H  -1.47716  -2.38782  -0.85495  0.219
N  -0.90790  2.39841  0.71559  -0.660
N  0.59390  -1.35787  -0.14275  -0.261
N  -1.34482  -1.60439  -1.50545  -0.646
N  -0.01767  0.25980  -1.78454  -0.200
N  0.06727  1.36091  -1.21822  -0.182

As for the LUMO energy: -0.1799 eV. Its spin multiplicity is 1. Its HOMO-LUMO gap is 8.860 eV. For the HOMO energy, the calculation gives -9.04 eV. The SMILES is [H]/N=c1/cc[nH]/c(=N\[H])nn1.

x.
Entry from the Open Molecules 2025 dataset: a molecular structure, C4H5N5 (ωB97M-V/def2-TZVPD).

Each line ends with the Mulliken charge.
Positions of all 14 atoms, in Å:
C  1.82077  -0.32766  0.93452  0.314
C  -0.96060  -1.72081  -1.23274  -0.061
C  -0.36176  0.16225  -1.74290  0.100
C  -0.07696  1.30455  1.54255  -0.767
N  2.81789  -0.83451  1.16240  -0.391
N  -0.99304  -0.85239  -2.26979  -0.584
N  -0.45604  -1.31190  -0.12308  -0.745
N  -0.00961  -0.08681  -0.48100  0.735
N  0.68073  0.72782  0.45527  -0.305
H  -1.49671  -2.75182  -1.46127  0.333
H  -0.09433  1.12892  -2.06964  0.399
H  -0.99652  1.47960  1.07436  0.389
H  -0.23394  0.74736  2.42895  0.311
H  0.36013  2.33542  1.78236  0.271

As for the LUMO energy: 0.5154 eV. Its spin multiplicity is 1. Its HOMO-LUMO gap is 11.305 eV. For the HOMO energy, the calculation gives -10.79 eV.

y.
Entry from the Open Molecules 2025 dataset: C4H5N5 in the gas phase (ωB97M-V/def2-TZVPD).

Each line ends with the Mulliken charge.
Positions of all 14 atoms, in Å:
C  -2.19673  -0.63080  -0.10656  0.250
C  0.04449  1.95081  -0.13387  -0.163
C  -1.17006  0.20341  -0.15986  -0.072
C  0.30472  -0.14235  -0.26426  0.520
N  -3.19671  -1.19714  0.10880  -0.542
N  0.94387  1.03660  -0.25997  -0.616
N  -1.20665  1.55083  0.02952  -0.101
N  2.08278  -1.79730  0.15485  -0.624
N  0.78859  -1.37854  -0.26783  -0.146
H  0.33263  2.98660  0.10945  0.355
H  -2.01162  2.28188  -0.03585  0.313
H  2.19917  -1.39696  1.09427  0.250
H  2.84996  -1.37334  -0.34442  0.275
H  0.23558  -2.09368  0.07572  0.300

As for the LUMO energy: 0.5635 eV. Its spin multiplicity is 1. Its HOMO-LUMO gap is 8.527 eV. For the HOMO energy, the calculation gives -7.96 eV. The SMILES is N#Cc1[nH]cnc1NN.

Short version: x is the least stable of them.

w.
Entry from the Open Molecules 2025 dataset: a molecular structure, C7H6N2O2 (ωB97M-V/def2-TZVPD).

Each line ends with the Mulliken charge.
Positions of all 17 atoms, in Å:
C  0.66965  -0.23573  2.31092  -0.357
C  1.89786  -0.03524  -1.09172  -0.516
C  0.00688  -1.05450  1.74676  -0.467
C  0.60027  -0.67194  -1.22022  -0.407
C  2.13270  1.03379  -0.38806  0.478
C  -2.24103  0.60637  -0.12979  0.480
C  -0.53280  -0.16805  -0.73514  0.016
N  -1.87280  -0.60735  -0.72783  -0.229
N  -0.91853  1.04999  -0.14237  -0.153
O  2.35390  1.99270  0.23418  -0.400
O  -3.27700  1.06440  0.24052  -0.562
H  1.24094  0.52125  2.76011  0.422
H  2.73012  -0.49302  -1.60230  0.345
H  -0.57701  -1.83081  1.34380  0.465
H  0.57746  -1.62692  -1.71710  0.395
H  -2.35992  -1.17233  -1.40265  0.233
H  -0.43069  1.62739  0.52089  0.255

As for the LUMO energy: 0.5993 eV. Its spin multiplicity is 1. Its HOMO-LUMO gap is 8.510 eV. For the HOMO energy, the calculation gives -7.91 eV.

x.
Entry from the Open Molecules 2025 dataset: C7H6N2O2 in the gas phase (ωB97M-V/def2-TZVPD).

Each line ends with the Mulliken charge.
Positions of all 17 atoms, in Å:
C  -1.24774  -0.17711  -1.02343  -0.488
C  -1.97303  0.57369  -0.03394  -0.505
C  0.00966  -0.60663  -0.80430  -0.547
C  -1.41851  0.87608  1.15258  -0.511
C  0.68510  -0.30052  0.43367  0.934
C  -0.06642  0.46449  1.47685  0.558
C  2.83654  -1.29951  0.01621  0.545
N  1.88628  -0.62336  0.71520  -0.444
N  0.41322  0.77027  2.61174  -0.718
O  3.14825  -2.44059  0.23032  -0.548
O  3.49192  -0.49595  -0.85123  -0.444
H  -1.74591  -0.39587  -1.95634  0.373
H  -2.98197  0.88011  -0.26954  0.363
H  0.55200  -1.17752  -1.54425  0.382
H  -1.94026  1.42893  1.91813  0.419
H  1.36535  0.43580  2.75582  0.287
H  4.26555  -0.95762  -1.20631  0.345

As for the LUMO energy (spin up / spin down): -1.4606 / -1.4608 eV. Its spin multiplicity is 1. Its HOMO-LUMO gap (spin up / spin down) is 7.755 / 7.755 eV. For the HOMO energy (spin up / spin down), the calculation gives -9.22 / -9.22 eV. The SMILES is [H]/N=C1/C=CC=C/C1=N\C(=O)O.

Short version: w is the least stable of them.

w.
Entry from the Open Molecules 2025 dataset: C2H6NP in the gas phase (ωB97M-V/def2-TZVPD).

Each line ends with the Mulliken charge.
Positions of all 10 atoms, in Å:
C  -0.89299  0.69686  -0.53892  -0.966
C  0.08375  -1.65271  0.51218  -0.611
N  1.81311  0.82916  0.13986  -0.596
P  0.56119  0.02340  0.54517  0.496
H  -0.34870  0.64155  -1.54252  0.267
H  -1.71989  0.02553  -0.47511  0.358
H  -1.23016  1.73822  -0.13564  0.304
H  -0.87817  -1.75062  0.03983  0.180
H  0.72194  -2.38734  0.89332  0.305
H  1.88991  1.83597  0.56184  0.263

As for the LUMO energy: -0.5562 eV. Its spin multiplicity is 1. Its HOMO-LUMO gap is 8.122 eV. For the HOMO energy, the calculation gives -8.68 eV.

x.
Entry from the Open Molecules 2025 dataset: a molecular structure, C2H6NP (ωB97M-V/def2-TZVPD).

Each line ends with the Mulliken charge.
Positions of all 10 atoms, in Å:
C  0.50359  1.24676  0.09133  -0.313
C  -0.28814  -1.35154  -0.52605  -0.963
N  -0.43564  0.78438  1.05950  -0.475
P  0.75616  -0.44195  0.72196  0.081
H  0.14976  1.01542  -1.25277  0.129
H  1.14050  2.10080  0.23355  0.349
H  0.12634  -1.27086  -1.53137  0.284
H  -1.28310  -0.91041  -0.49909  0.328
H  -0.35126  -2.40849  -0.26081  0.321
H  -0.31821  1.23588  1.96375  0.260

As for the LUMO energy: 1.2309 eV. Its spin multiplicity is 1. Its HOMO-LUMO gap is 10.183 eV. For the HOMO energy, the calculation gives -8.95 eV.

y.
Entry from the Open Molecules 2025 dataset: 2 unconnected molecules or ions with the total composition C2H6NP (ωB97M-V/def2-TZVPD).

Each line ends with the Mulliken charge.
Positions of all 10 atoms, in Å:
C  0.27122  -0.77282  0.73578  -0.682
C  -1.76716  1.48989  -0.71116  -0.121
N  -2.60621  0.65697  -0.40184  -0.021
P  -3.37258  -0.51109  0.31919  -0.079
H  0.34031  0.08809  1.47351  0.239
H  -0.74340  -0.70016  0.27112  -0.190
H  0.63200  -1.60719  1.37875  0.305
H  -1.99214  2.19339  -1.54683  0.238
H  0.99322  -0.80962  -0.04346  0.266
H  -2.82802  -1.43081  -0.56026  0.046

As for the LUMO energy: -0.2097 eV. Its spin multiplicity is 1. Its HOMO-LUMO gap is 7.997 eV. For the HOMO energy, the calculation gives -8.21 eV.

Short version: y is the least stable of them.